{"formula": "C43H108BeN7O14", "method": "the ωB97M-V functional and the def2-TZVPD basis", "elements": ["C", "H", "C", "H", "C", "C", "H", "C", "H", "H", "H", "Be", "H", "C", "H", "H", "C", "H", "H", "O", "C", "H", "C", "C", "O", "H", "H", "H", "H", "H", "N", "H", "H", "H", "C", "H", "H", "H", "H", "H", "H", "H", "N", "H", "H", "C", "H", "H", "H", "H", "O", "O", "H", "H", "C", "H", "H", "H", "H", "H", "H", "H", "H", "H", "H", "H", "H", "H", "H", "H", "C", "H", "O", "H", "H", "C", "H", "C", "H", "N", "H", "H", "H", "H", "C", "H", "H", "O", "C", "H", "H", "H", "C", "O", "H", "H", "O", "H", "H", "H", "C", "N", "O", "C", "H", "C", "H", "C", "H", "C", "H", "N", "N", "H", "C", "H", "H", "C", "C", "H", "C", "H", "H", "H", "H", "C", "O", "H", "C", "H", "H", "H", "H", "C", "H", "C", "C", "H", "H", "C", "H", "C", "H", "H", "H", "H", "O", "C", "H", "H", "C", "O", "C", "C", "H", "C", "H", "N", "H", "H", "H", "O", "H", "O", "H", "H", "C", "C", "H", "H", "H", "H", "C"], "positions_angstrom": [[-4.0510, -3.9291, 0.1135], [3.9285, 1.2683, -1.0317], [0.9776, -1.0204, 6.3864], [-2.3921, 2.4345, -1.2936], [4.7751, -1.2794, -0.8863], [0.7004, -4.5818, 0.6583], [-3.7717, 0.2620, 1.2097], [-0.8290, -4.2174, 3.9420], [-1.7428, -2.1518, 2.5749], [3.9492, -4.9875, 0.8145], [1.6502, 0.7536, -0.5713], [1.5271, -2.4507, 3.2288], [0.6585, -0.0195, 6.6857], [-1.9553, -5.7572, -2.2866], [-3.9808, 1.5355, 2.4357], [-1.0634, -2.3507, 0.7237], [-3.0657, 5.5571, 2.0982], [-4.5817, -4.5885, 0.7971], [-0.2077, -2.6989, 5.0169], [0.1524, -0.3593, 2.8404], [6.3026, -1.5306, -0.8004], [-10.0229, 0.4157, -3.2575], [0.5073, -0.9359, 0.1346], [4.8671, 3.8326, 0.4503], [0.4181, -4.2467, 2.0306], [0.4334, 1.1870, 0.6879], [-1.8555, -4.2996, 4.3181], [-4.5559, 2.4606, 0.2326], [5.5315, -3.9988, 2.9944], [-3.0068, -5.9675, -2.5003], [-2.8003, 1.6781, -0.7451], [-3.7535, -1.3564, -0.8921], [1.5936, -4.0553, 0.3365], [-1.2861, 2.5913, -7.4133], [3.8093, 1.8233, 1.0939], [1.0845, 1.9325, -2.6582], [8.8235, -0.1994, -2.3857], [0.0387, 1.5618, 2.1111], [-1.9554, 1.2756, -0.3390], [-9.2022, -1.1822, -3.1592], [-0.6827, -5.8753, 2.4717], [2.2409, 1.4981, -5.4679], [4.2147, -0.4325, 0.1330], [-1.0127, 5.8339, -0.2171], [-3.0678, -3.5226, -3.1696], [4.7655, -2.1997, 3.6415], [-4.5677, 0.6944, -1.3605], [6.4314, -2.5087, -1.2760], [4.4852, -0.9172, -1.8809], [-5.9967, -0.7053, 0.1599], [3.5417, -3.7391, 2.3929], [-3.6108, 4.3093, 1.7671], [4.7381, 0.2276, 4.4554], [-0.0540, 0.8508, -0.9637], [4.3919, 0.9956, -0.0745], [8.9038, -1.1734, -0.9286], [2.1070, 4.8132, -2.8975], [0.1366, 8.0230, -0.5196], [-1.4477, -1.6998, -2.3108], [-0.1200, 4.9196, 1.0868], [-2.7764, 4.2319, -0.1480], [-1.8821, 3.3795, 1.1736], [3.9054, -0.9778, 2.2954], [-0.1462, -4.3156, 0.0238], [0.2486, 1.5745, -7.6790], [-1.8507, 0.0621, 3.0098], [-2.3972, 1.2095, 1.8571], [-2.2065, 0.7467, -5.8536], [-1.5843, -4.4716, 1.9076], [0.7883, 3.4563, -0.6640], [-3.4448, 1.2523, 1.5290], [3.0084, 0.4633, 6.1305], [1.4353, -1.3505, 1.0800], [0.3308, 3.1072, -6.9215], [-6.7773, 1.5251, -0.6039], [3.5951, -5.0526, 1.8464], [-1.1710, 0.4527, -3.4835], [3.7296, -0.1182, 4.2026], [-5.9623, 2.3494, -1.8768], [-1.6784, -1.4107, -4.3535], [-6.7058, -1.3039, -1.3562], [2.8954, 1.4290, 1.5397], [-3.0971, -3.6097, 0.5404], [-0.2772, -4.7486, 4.7205], [-3.4948, 2.2508, 0.4063], [0.9033, -5.6503, 0.5490], [1.9116, 5.1897, 0.0949], [-1.5718, -4.4104, -2.1900], [1.0945, 5.4360, -0.5939], [2.5895, -5.4455, 1.9820], [0.0574, -1.5728, 6.2135], [4.4025, -2.3061, -0.8334], [-1.9759, -3.5760, -3.2657], [-8.5235, 0.2088, -1.8285], [5.7379, -1.6918, 3.6380], [-1.2713, 8.0552, 0.5316], [2.8978, 2.1099, -3.5963], [-2.1321, 5.4749, 2.6695], [4.6875, 4.9069, 0.4247], [-1.7351, -4.1110, -4.1920], [-1.2397, -2.2565, -3.2297], [-0.3725, -2.8114, 4.0236], [0.2137, 6.8352, 1.1803], [4.8740, -3.2522, 2.5445], [-1.5340, -0.9999, -0.2747], [-4.7065, -1.8916, -1.0030], [-0.1881, -2.5010, -3.3753], [1.6779, 2.7222, -3.1310], [8.2545, -1.8947, -2.4622], [0.6519, 0.5569, -0.1793], [6.6914, -1.4977, 0.2247], [-5.4360, 0.3005, -1.7297], [0.8463, 4.2065, -1.3443], [-4.7337, -2.4604, -1.9409], [-6.4266, 1.3920, -1.6380], [0.8338, 1.4139, 3.6848], [-10.3609, -0.7397, -1.9549], [-2.8681, 3.6361, 0.7631], [8.3236, -0.9989, -1.8417], [1.5066, -1.5246, 7.1973], [-0.0846, 5.7309, 0.3533], [-1.4091, -6.2722, -3.0894], [-2.8596, 6.2113, 1.2452], [0.1071, 8.9954, 0.9751], [5.4453, 1.2696, -0.1277], [-9.5777, -0.3255, -2.5887], [7.0388, -0.5267, -1.4750], [4.2549, -5.7528, 2.3681], [-7.6750, 1.1548, -2.4602], [-1.5889, -6.2686, -1.3969], [0.1699, -0.3480, -4.3735], [2.4141, 0.1790, -4.2858], [5.6779, 3.6360, 1.1628], [-0.9331, -1.2732, 0.5965], [1.2917, 6.2996, -1.2248], [-1.1501, 0.5109, -5.6799], [1.9363, 3.9389, -2.2680], [1.1056, 2.9998, -4.0210], [2.9064, 3.7722, -1.7809], [-1.4412, -1.9019, 3.5917], [3.7907, 0.9123, -5.0477], [-5.8238, -0.8435, -0.9143], [-7.4157, 0.9727, -3.5063], [3.5378, -1.1654, 6.1497], [1.6753, 0.9116, 2.2324], [-1.1624, -0.7866, 1.5414], [-0.4222, 1.7266, -5.7144], [-1.0573, -0.4298, 3.5803], [5.3194, -2.8044, 1.6561], [3.2433, -0.6814, 0.3336], [-0.1746, 8.0461, 0.5262], [1.7526, -0.9003, 5.2019], [3.0530, -0.4289, 5.4970], [2.8196, 1.1452, -4.6073], [-3.7945, 6.0268, 2.7592], [-0.7607, -4.7883, 2.5557], [-3.9301, -4.3305, -0.8938], [3.7360, -1.2297, 3.2640], [-2.6798, -1.2861, -4.3883], [4.5722, -2.6394, 4.6185], [4.5434, 1.7032, 1.9062], [3.6756, 3.2124, 0.8620], [-0.9204, 0.0281, 4.5636], [-4.9533, -2.8283, 0.0198], [3.2023, 0.7238, 3.7538], [-8.2775, 2.0700, -2.3919], [-0.9073, -0.1809, -4.3373], [0.6992, 0.9279, 2.7114], [-2.3015, -2.0384, 4.2546], [5.1481, 3.4949, -0.5517], [-0.7983, -0.1524, -6.4748], [0.6983, -1.4375, -0.8265], [-0.3267, 2.2410, -7.0312]], "forces_ev_per_angstrom": [[-1.15, 1.15, -0.21], [-0.02, 0.41, -0.06], [-0.27, 0.46, 0.10], [-0.39, 0.00, -0.34], [0.78, -0.31, -0.01], [-0.27, -0.10, 0.05], [0.03, -0.01, -0.05], [-0.77, -0.49, 1.15], [0.09, -0.33, 0.37], [-0.40, -0.20, -0.11], [0.07, 0.13, 0.13], [-1.14, 2.08, -2.77], [0.14, -0.01, 0.31], [0.93, -0.57, -0.68], [-0.32, 0.21, -0.27], [0.23, -0.06, -0.09], [0.04, 0.40, 0.78], [0.37, -0.46, -0.14], [-0.12, 0.34, -0.10], [0.33, 0.00, 1.61], [-0.57, 1.07, -0.45], [0.00, 0.01, -0.06], [-0.20, -0.64, 1.23], [0.15, 0.11, -0.13], [1.78, 0.53, -0.61], [0.30, -0.32, -1.13], [-0.09, 0.25, -0.19], [0.02, -0.14, -0.61], [-0.01, -0.43, -0.56], [-0.21, 0.41, 0.40], [0.68, 0.34, 0.30], [0.25, -0.33, 0.03], [-0.19, 0.39, 0.19], [-0.06, -0.37, -0.26], [1.28, -0.23, 0.47], [-0.06, 0.25, 0.47], [-0.08, -0.06, -0.12], [-0.03, 0.12, 0.61], [-0.11, -0.41, -0.21], [-0.06, 0.14, -0.38], [-0.35, -0.12, 0.59], [-0.36, 0.02, 0.18], [0.22, -0.19, 1.44], [-0.10, 0.06, 0.23], [-0.03, 0.57, -0.40], [0.59, 0.49, -1.24], [0.03, -0.34, -0.28], [0.52, -0.03, 0.08], [0.42, -0.03, -0.23], [-0.13, 0.56, -0.01], [0.65, -0.69, 0.07], [0.03, -0.55, -0.87], [0.14, 0.00, -0.21], [0.06, -0.11, -0.16], [-0.78, 0.29, -0.23], [0.15, -0.35, -0.11], [-0.26, 0.03, -0.07], [0.16, 0.22, -0.01], [0.44, -0.37, 0.41], [-0.46, -0.27, -0.40], [0.04, 0.14, 0.00], [0.36, 0.35, -0.21], [-0.20, 0.52, -0.38], [-0.01, 0.11, -0.05], [-0.57, -0.32, -0.26], [0.01, 0.19, 0.63], [-0.09, -0.17, -0.30], [-0.14, -0.24, 0.04], [-0.26, 0.04, 0.26], [0.06, -0.15, -0.10], [0.71, 0.15, 0.77], [-0.16, 0.23, -0.27], [1.92, -1.05, 0.76], [-0.22, 0.21, -0.12], [0.01, -0.10, 0.15], [-0.61, -0.29, 0.03], [0.18, 0.25, 0.01], [0.17, 0.67, -0.43], [0.02, -0.11, -0.50], [1.47, -1.01, 0.23], [-0.21, 0.21, 0.28], [0.10, 0.33, -0.93], [0.20, -0.07, -0.16], [0.45, -0.37, -0.54], [-0.80, 1.51, 0.40], [-0.19, -0.13, 0.17], [0.50, 0.84, -0.20], [0.36, 0.22, 0.75], [-0.45, -0.89, 1.28], [0.12, -0.11, -0.57], [0.08, 0.05, -0.14], [-0.67, 0.22, 0.40], [-0.38, -1.19, 0.08], [0.36, -0.64, 0.52], [0.09, 0.00, 0.46], [-0.09, 0.14, -0.21], [0.73, 0.68, 0.81], [0.07, -0.18, -0.12], [-0.06, -0.06, -0.01], [-0.10, 0.27, -0.20], [-1.30, 0.09, -0.68], [1.68, -0.39, -0.15], [0.03, 1.28, -0.15], [-0.55, 0.84, 2.07], [-0.72, 0.16, 0.47], [-0.38, -0.03, 0.06], [0.14, 0.34, 0.31], [-0.31, -1.08, -1.63], [0.09, -0.07, 0.05], [-0.52, 0.10, -0.33], [-0.44, -0.61, 0.24], [-0.41, 0.89, 0.68], [-0.32, 0.42, -0.61], [0.17, 0.46, -0.27], [-0.15, -0.72, 0.51], [-0.14, -0.08, 0.25], [0.13, 0.33, 0.37], [-0.33, -1.32, 0.85], [-0.07, 0.66, 0.44], [0.20, 0.09, -0.02], [1.12, -0.38, 0.14], [0.03, 0.24, -0.27], [-0.22, -0.16, -0.16], [0.68, -0.46, 0.49], [0.11, -0.35, -0.22], [0.34, -0.32, -0.49], [-0.16, -0.24, -0.67], [0.22, 0.44, 0.33], [-0.78, 1.14, 0.32], [-0.47, 0.15, 0.30], [-0.05, -0.47, 0.58], [-0.25, 0.11, 0.27], [0.05, -0.07, -0.07], [0.49, 0.06, -1.60], [0.20, -0.20, -0.20], [-0.04, 0.59, 0.33], [0.84, -0.49, -0.03], [-0.16, 0.10, 0.03], [0.00, -0.01, 0.36], [-0.37, 0.61, 0.30], [0.35, 0.36, 0.58], [0.64, -1.27, -0.96], [-0.18, -0.50, -0.01], [0.32, -0.18, -0.35], [-0.69, -0.68, 0.15], [-0.30, 0.12, -1.49], [-0.11, -0.30, -0.23], [0.61, -0.18, -0.28], [-0.35, -0.24, -0.34], [-0.24, 0.02, -0.15], [-1.13, -0.55, -0.41], [-0.70, -0.96, 0.04], [-0.14, -0.26, 0.73], [-0.48, -0.06, -0.79], [0.04, 0.16, -0.14], [0.63, 0.17, -0.92], [0.31, -0.45, 0.18], [-1.04, -1.34, 1.30], [-0.01, 0.31, 0.28], [-0.06, -0.04, -0.02], [0.15, -0.03, 0.15], [-0.86, -0.52, -0.06], [-0.21, -0.03, 0.10], [0.25, 0.01, 0.80], [0.07, -0.06, -0.02], [0.33, 0.39, -0.55], [-0.89, 0.52, -1.40], [-0.28, 0.77, 1.10], [-0.03, -0.03, -0.05], [0.18, 0.09, 0.06], [-0.08, -0.11, -0.02], [-0.22, -0.28, -0.12], [1.08, 0.78, 0.89]], "relative_energy_kcal_mol": 0.00, "lumo_ev": -3.1, "total_charge": 1, "largest_force_ev_per_a": 3.64}